Entry 1:
79
Properties=species:S:1:pos:R:3:forces:R:3 method="wB97M-V/def2-TZVPD" gap_ev=9.16 total_charge=+1 e_tot_ha=-1635.95020 molar_mass_g_mol=561.4
Cs 7.6333 -3.4277 5.7940 0.13 -0.03 0.00
O 10.8133 -0.3882 6.4068 -0.56 0.70 -0.07
O 6.9318 -3.6078 8.9920 -0.20 -0.08 -0.41
O 8.4799 -1.2633 7.7028 -0.04 -0.49 0.20
O 11.5448 -5.2708 8.7402 -0.11 -0.19 -0.08
O 5.7786 -6.2207 5.3909 0.30 0.40 0.93
O 1.7628 -3.5675 8.1998 -0.45 0.46 -0.35
O 5.5836 -3.7612 3.4284 0.14 0.11 0.40
O 9.0399 -0.9367 4.3619 -1.37 -0.94 -0.79
O 11.0900 -5.2727 2.1837 0.20 -2.78 0.86
O 7.1434 -6.7950 8.2285 -0.25 0.23 0.27
O 3.2543 -5.5088 3.9305 -0.07 -0.03 -0.16
O 9.3542 -6.7596 6.7810 0.16 0.33 -0.72
O 5.9291 -0.0560 7.4951 0.27 -0.04 -0.14
O 12.5993 -2.3338 6.1483 0.08 -0.10 0.09
O 8.5882 -7.5873 4.1915 -0.31 -0.10 -0.46
O 8.0834 -7.1132 1.5428 -0.86 -0.26 -1.92
C 10.8494 -4.1827 9.3373 0.64 0.63 0.29
C 11.1931 -3.9333 1.9261 0.10 -0.11 -1.39
C 11.0111 -3.2787 3.2443 -0.70 1.36 -0.51
C 3.4155 -1.8515 8.5215 0.15 0.60 0.03
C 8.6185 0.1265 3.4812 0.80 0.25 1.26
C 6.7544 -7.6089 1.2082 0.86 0.55 0.46
C 5.7331 -6.8326 1.9765 -0.49 0.02 0.30
C 1.9306 -2.1485 8.2442 2.00 -0.21 0.38
C 10.4126 -4.5627 10.7318 -0.35 -0.50 -0.09
C 7.4125 -0.1916 2.6179 0.36 -0.10 0.22
H 8.3856 0.9440 4.1636 -0.23 0.47 -0.29
H 9.6898 -3.8188 11.0669 0.00 -0.12 0.27
H 10.1200 -6.7354 7.3546 0.36 -0.05 0.20
H 4.1137 -5.1642 4.1731 0.38 0.08 -0.03
H 11.4931 -3.3126 9.4665 0.52 0.06 -0.16
H 7.6017 -1.0512 1.9750 -0.08 -0.03 -0.02
H 1.3472 -1.6930 9.0444 -0.37 0.04 -0.26
H 9.9527 -3.2852 3.5048 0.09 -0.40 0.40
H 11.7614 -5.0465 7.8322 0.09 0.03 0.01
H 5.8268 -6.9704 3.0537 0.19 -0.12 -0.23
H 4.6617 -3.5483 3.2837 -0.41 0.21 -0.17
H 12.5314 -3.2755 6.3065 -0.08 -0.20 0.04
H 7.2990 -3.2165 9.7846 0.20 0.30 0.13
H 9.9876 -5.5659 10.7646 -0.45 0.06 -0.23
H 11.6583 -3.7751 3.9673 -0.16 0.25 0.04
H 12.1667 -3.6925 1.4991 0.35 0.13 -0.01
H 4.1170 -2.4211 7.9119 -0.30 -0.32 -0.09
H 13.4733 -2.2153 5.7765 0.30 0.14 -0.16
H 6.6455 -8.6907 1.2851 0.25 -0.12 0.39
H 11.4828 -1.0685 6.3349 0.59 -0.80 -0.01
H 1.9432 -3.8775 9.0903 -0.08 -0.17 0.08
H 6.4966 -7.3830 0.1735 0.86 0.04 -0.27
H 3.7171 -1.9686 9.5623 -0.15 -0.17 0.09
H 7.1622 0.6667 1.9944 0.25 0.01 -0.09
H 1.7524 -1.6747 7.2789 -0.74 -0.54 0.00
H 5.6648 -6.5439 4.4972 0.13 -0.13 -0.31
H 10.7506 -5.8154 1.4683 0.00 0.25 -0.18
H 4.8986 -6.2398 5.7670 -0.27 -0.19 0.12
H 11.2316 -4.6377 11.4472 0.19 0.43 -0.20
H 8.6065 -6.7122 7.3768 -0.10 -0.20 0.57
H 3.6317 -0.8169 8.2550 -0.27 0.17 0.15
H 11.2131 -2.2164 3.1072 0.43 0.12 0.49
H 8.3541 -7.2310 2.4562 -0.38 -0.19 0.47
H 5.5888 0.2134 6.6420 -0.05 0.15 -0.27
H 9.5255 0.4103 2.9473 -0.33 0.18 -0.66
H 2.8247 -5.6921 4.7660 -0.43 0.00 0.18
H 11.3003 0.4053 6.6290 -0.01 0.35 0.10
H 5.8976 -5.7824 1.7355 -0.23 -0.02 0.19
H 6.0112 -3.5534 2.5976 0.18 -0.01 -0.33
H 7.9822 -8.3259 4.1328 -0.10 -0.38 0.02
H 8.6597 -7.4095 5.1294 0.52 0.26 0.63
H 9.8122 -0.6658 4.8637 0.23 0.38 0.23
H 6.7248 -4.5082 9.2426 0.05 -0.23 0.13
H 10.4736 -3.7496 1.1282 -0.33 1.07 0.22
H 10.0723 -3.7875 8.6831 -0.61 -0.46 0.09
H 6.5207 -0.3557 3.2228 0.06 -0.27 0.15
H 5.2230 0.1447 8.1094 -0.04 0.06 0.28
H 4.7172 -7.1292 1.7156 -0.05 0.11 -0.07
H 9.2310 -0.8338 7.2934 0.68 0.21 -0.16
H 6.5261 -6.7257 8.9567 -0.07 -0.29 0.35
H 7.7790 -0.6129 7.6603 -0.59 0.21 0.14
H 6.7034 -6.3593 7.4986 -0.38 -0.04 -0.60

Entry 2:
23
Properties=species:S:1:pos:R:3:forces:R:3 method="wB97M-V/def2-TZVPD" gap_ev="6.01 / 4.34" total_charge=+4 e_tot_ha=-2351.59903 de_lowest_kcal_mol=21.1 molar_mass_g_mol=511.3 spin_multiplicity=10
Sm 0.1286 1.0056 -1.7679 0.72 0.49 1.93
Rh 0.3163 0.3339 -4.8590 0.57 -0.10 7.48
Cl -0.8062 2.3080 -3.7574 0.06 -0.29 0.36
Cl 2.1662 -0.1681 -2.7649 -1.28 0.51 -0.54
O -0.5093 1.9303 -7.2545 1.62 -3.35 5.37
O 0.8904 -1.3160 -7.2607 -0.51 3.03 4.73
O -0.9351 -1.5282 0.6903 0.28 2.48 -4.38
N 0.1915 1.5700 0.6653 0.12 0.79 3.51
C -0.1960 1.3543 -6.2814 -3.63 7.87 -10.86
C -0.8303 -0.9190 -0.2837 -0.54 -3.07 4.58
C -0.7619 2.2965 4.1093 0.02 -0.43 -2.56
C 1.5772 1.9601 3.8803 -0.32 -0.19 -1.79
C 1.7615 2.2274 5.2364 -0.57 0.31 2.20
C 0.6515 2.3932 6.0844 -0.57 0.45 0.42
C 0.3224 2.0437 3.2649 0.78 -0.02 -0.17
C -0.6034 2.5782 5.4710 0.54 -0.48 1.11
C 0.7691 -0.7375 -6.2575 2.59 -7.78 -8.73
C 0.2215 1.7853 1.8311 -0.14 -0.61 -2.58
H -1.5367 2.8570 5.9522 0.38 0.12 0.65
H 2.4343 1.6190 3.3364 0.42 -0.05 -0.39
H 0.7256 2.4670 7.1905 0.20 0.11 -0.92
H 2.7830 2.3094 5.6059 -0.17 -0.10 0.15
H -1.7224 2.1717 3.6354 -0.57 0.29 0.43

Entry 3:
28
Properties=species:S:1:pos:R:3:forces:R:3 method="wB97M-V/def2-TZVPD" gap_ev=5.75 total_charge=-1 e_tot_ha=-1333.43289 de_lowest_kcal_mol=9.8 molar_mass_g_mol=332.2
F -3.4257 -0.8309 2.5544 0.81 -0.08 0.62
F -2.1745 -2.2339 3.7127 -0.34 0.99 -0.36
F -2.2932 -0.1172 4.2997 -0.38 -0.41 -0.41
O 0.0486 -0.5075 3.0630 -0.39 0.32 -0.29
O 3.1296 -0.4803 1.3442 -0.08 0.20 -1.15
O -2.3559 2.4788 -1.2535 1.45 -0.87 1.53
O 3.8123 -0.4476 -0.8478 -0.58 0.21 0.89
O -1.7463 2.1830 0.8459 0.46 -0.28 -2.08
N 1.8603 0.9114 -5.2226 -0.69 0.16 1.82
N -1.5654 2.0249 -0.3770 -1.71 0.81 0.87
N 3.3234 -0.0573 -2.0824 -1.96 0.95 1.08
N 2.8648 -0.1964 0.1950 -1.32 0.78 -1.13
N -1.0777 -0.7626 1.0493 0.12 -0.46 0.01
C 2.1027 0.4716 -1.8064 1.45 -1.16 -0.59
C -0.8529 -2.0292 0.3742 -0.18 0.62 -0.50
C -0.9554 -0.6935 2.3824 0.41 -0.64 -0.31
C 0.5084 0.7153 0.0838 -1.37 1.16 1.52
C 1.4946 0.9621 -4.1151 0.30 0.00 -1.71
C -0.1000 1.3798 -2.2097 1.01 -0.31 0.23
C -0.3939 1.3217 -0.8091 1.02 -0.01 -1.12
C 1.1274 0.9644 -2.7312 -0.52 0.15 0.36
C 1.7534 0.4008 -0.4436 2.59 -1.95 0.13
C -2.2531 -0.9357 3.2267 0.04 -0.32 0.23
H 0.4308 0.7284 1.1591 -0.03 0.56 -0.08
H 0.1847 -2.4085 0.4663 -0.28 -0.04 0.11
H -0.8360 1.8011 -2.8711 -0.16 0.04 -0.04
H -1.5629 -2.7976 0.7167 0.19 -0.08 -0.11
H -1.0484 -1.8450 -0.7040 0.13 -0.31 0.48

Entry 4:
28
Properties=species:S:1:pos:R:3:forces:R:3 method="wB97M-V/def2-TZVPD" gap_ev=7.91 total_charge=-1 e_tot_ha=-11302.23427 de_lowest_kcal_mol=0.0 molar_mass_g_mol=750.8
Au 1.0136 -0.6766 0.1145 -0.01 0.00 -0.02
Br -3.7498 2.2279 -2.1868 0.00 0.01 -0.01
Br -2.3092 -2.5815 1.9876 0.00 -0.01 0.01
Br -5.2252 -0.9965 2.3007 0.00 0.00 0.00
Br -5.9515 1.4390 0.1795 0.01 0.00 0.00
O 2.4275 -0.5450 3.8583 0.00 -0.01 0.00
O 1.0821 -0.9229 2.1263 0.01 0.00 0.05
O 4.3751 1.3431 -0.6703 0.01 0.01 0.00
O -0.7483 -1.5628 -0.3236 -0.02 0.04 0.04
O -1.3490 0.5485 -2.0514 -0.01 0.01 0.01
N 1.2539 -0.2375 -1.8147 -0.01 -0.07 -0.02
N 2.7462 0.1365 0.3720 0.05 0.01 0.00
C 2.4431 0.6236 -1.9517 0.01 0.05 -0.01
C -1.8630 -0.8555 -0.1678 0.00 -0.07 0.00
C -2.7875 -1.1792 0.8270 -0.01 0.02 -0.02
C -2.1785 0.1889 -1.0665 -0.01 0.05 -0.03
C -4.3105 0.5122 0.0526 -0.01 0.00 0.00
C -3.3943 0.8542 -0.9422 0.00 -0.03 0.03
C -4.0058 -0.5094 0.9433 0.00 0.00 0.00
C 3.2327 0.1626 1.7318 0.01 -0.01 -0.01
C 3.3132 0.7402 -0.6931 -0.03 -0.04 0.01
C 2.1948 -0.4741 2.6727 0.00 0.02 -0.01
H 3.4251 1.1835 2.0685 -0.01 0.00 0.01
H 4.1672 -0.3930 1.8400 0.00 0.00 0.00
H -0.4281 0.1653 -1.9731 -0.03 0.01 0.00
H 3.0805 0.2933 -2.7730 0.00 -0.01 0.01
H 1.4186 -1.1283 -2.2719 0.03 0.02 -0.02
H 2.1270 1.6435 -2.1887 0.00 0.00 0.00

Entry 5:
26
Properties=species:S:1:pos:R:3:forces:R:3 method="wB97M-V/def2-TZVPD" gap_ev=5.60 e_tot_ha=-3440.67126 de_lowest_kcal_mol=15.5 molar_mass_g_mol=677.2
Au 0.1172 -0.2962 0.0403 -0.24 -1.52 0.39
I -4.7215 -4.2107 -1.5376 0.16 0.17 0.12
Cl -4.0613 3.3158 0.1085 -0.32 -0.01 0.02
Cl 1.3864 3.0506 -0.0976 0.13 -0.23 0.02
S 2.5035 -0.1507 0.3725 -1.24 0.56 -0.23
S -1.6450 1.4990 0.0967 1.04 -0.66 -0.16
S 4.0008 -2.6768 0.6635 -0.50 0.32 -0.09
S 1.0757 -2.5828 0.2818 -0.64 1.43 -0.30
N -2.7379 -1.3929 0.8682 -0.20 -0.09 0.16
N -1.8464 -1.4374 -0.1223 0.52 0.45 -0.02
C -3.5241 -2.8278 -0.5685 -0.23 -0.17 -0.15
C -1.3531 3.2207 0.0398 0.37 0.34 0.08
C -0.0402 5.2788 -0.0365 0.10 0.03 -0.01
C -3.7756 -2.2144 0.6390 0.10 -0.03 -0.14
C -2.4973 4.0428 0.0569 0.47 -0.01 0.02
C -1.1885 6.0439 -0.0009 -0.04 0.08 0.00
C -2.3028 -2.3036 -1.0117 -0.09 -0.09 0.04
C 2.6068 -1.8511 0.4426 1.20 -0.65 0.24
C -2.4220 5.4224 0.0407 -0.13 0.03 -0.01
C -0.1155 3.8955 -0.0197 -0.59 -0.04 -0.01
H 0.9323 5.7498 -0.0785 0.00 -0.04 0.00
H -4.6028 -2.3116 1.3204 0.03 0.05 0.03
H -2.6074 -0.7436 1.6288 0.02 0.09 -0.05
H -1.7607 -2.5188 -1.9170 0.05 0.02 0.03
H -1.1261 7.1233 -0.0084 0.02 -0.01 -0.01
H -3.3356 6.0005 0.0612 0.00 -0.02 0.00

Entry 6:
19
Properties=species:S:1:pos:R:3:forces:R:3 method="wB97M-V/def2-TZVPD" gap_ev="7.98 / 7.70" e_tot_ha=-5607.69347 molar_mass_g_mol=302.0 spin_multiplicity=3
Br 3.4769 0.7624 0.4172 0.09 0.04 0.26
Br 1.1355 -3.0537 -0.0526 0.04 -0.96 -0.77
O 0.8457 0.5035 -2.6440 0.33 0.09 -1.24
C 0.6430 -1.5139 0.9350 -0.24 -0.10 0.92
C -0.2397 -0.1656 -2.1535 -0.46 1.47 -3.03
C -0.7806 0.1048 1.8247 -1.42 1.33 0.97
C -1.4706 -1.0193 -0.1400 -1.33 -0.51 -3.63
C 1.9655 0.7584 -1.9029 -2.27 -0.86 0.61
C 1.9424 0.4334 -0.6216 0.57 -0.87 0.64
C 0.0399 0.7870 1.0244 1.71 -0.68 1.04
C 0.7520 -0.1916 0.0498 -1.03 0.62 0.84
C -0.9021 -1.2253 1.1503 1.72 -0.77 2.30
C -0.3722 -0.5259 -0.9177 -0.47 -0.05 2.46
H -2.5141 -1.1134 -0.5726 1.51 -0.17 0.99
H -1.0487 -0.1520 -2.8837 0.35 -0.29 0.06
H 1.2284 -1.7318 1.8709 -0.69 1.40 -0.78
H 0.4243 1.7810 1.0742 -0.19 0.69 0.21
H 2.6889 1.2878 -2.4612 0.77 0.27 -0.27
H -1.4261 0.5002 2.6865 1.02 -0.65 -1.57